a) 57
Properties=species:S:1:pos:R:3 method="wB97M-V/def2-TZVPD" e_lumo_ev=-3.175 orbital_gap_ha=0.260 total_charge=+1 spin_multiplicity=1 homo_ha=-0.3766
Y 0.3963 -0.3307 0.0508
I 6.0733 -2.8270 3.8399
C 4.6502 -1.7368 2.7937
C 4.6247 -1.7962 1.4045
C 3.6867 -1.0262 0.7385
I 3.2214 -1.2848 -1.2897
C 2.8210 -0.1674 1.4117
O 1.9765 0.6199 0.7476
C 2.7336 -0.2735 2.7989
C 1.4555 0.2453 3.3966
N 0.3094 -0.4721 2.7421
C 0.3086 -1.9068 3.0808
C -0.5553 -2.7123 2.1472
C -1.4164 -3.6878 2.6194
C -2.1430 -4.4486 1.7160
C -1.9928 -4.2140 0.3593
C -1.1285 -3.2135 -0.0348
N -0.4253 -2.4686 0.8303
C 3.6716 -1.0285 3.4866
H 5.3013 -2.4431 0.8647
H 1.3209 1.3087 3.2045
H 1.4422 0.0783 4.4771
H -0.5525 -0.0608 3.0930
H 0.0099 -2.0900 4.1166
H 1.3352 -2.2686 2.9774
H -1.5104 -3.8488 3.6843
H -2.8223 -5.2131 2.0684
H -2.5374 -4.7822 -0.3800
H -0.9936 -2.9895 -1.0874
H 3.6180 -1.0985 4.5659
C -1.4453 6.6095 -0.4382
C -1.9403 5.6766 0.4655
C -1.5891 4.3425 0.3542
C -0.7340 3.9188 -0.6642
C -0.2146 4.8694 -1.5412
C -0.5780 6.2043 -1.4414
C -0.3138 2.5074 -0.8165
C -0.9727 1.3735 -0.5264
C -2.4077 1.2751 -0.1745
C -3.3914 1.9578 -0.8994
C -4.7331 1.8000 -0.6009
C -5.1348 0.9535 0.4283
C -4.1797 0.2548 1.1473
C -2.8335 0.4127 0.8380
H -1.7241 7.6509 -0.3494
H -2.5994 5.9933 1.2630
H -1.9718 3.6260 1.0682
H 0.4759 4.5554 -2.3156
H -0.1770 6.9271 -2.1391
H 0.6944 2.4208 -1.2362
H -3.0904 2.6153 -1.7047
H -5.4748 2.3419 -1.1729
H -6.1845 0.8382 0.6614
H -4.4786 -0.4094 1.9482
H -2.1071 -0.1443 1.4299
O 0.0777 0.3161 -3.2075
C -0.2859 -0.2607 -2.3053



b) 57
Properties=species:S:1:pos:R:3 method="wB97M-V/def2-TZVPD" e_lumo_ev=-3.399 orbital_gap_ha=0.255 total_charge=+1 spin_multiplicity=1 homo_ha=-0.3797
Y -0.2161 0.0775 0.4144
I -1.6651 4.8720 5.6263
C -1.2130 3.1639 4.5467
C 0.0931 2.6949 4.5162
C 0.4079 1.5484 3.7968
I 2.3836 0.9336 3.6527
C -0.5959 0.8508 3.1278
O -0.3291 -0.2630 2.4080
C -1.9017 1.3546 3.1200
C -2.9289 0.6661 2.2711
N -2.6039 0.8100 0.8225
C -3.5338 0.0532 -0.0249
C -3.1720 -1.4127 -0.0539
C -4.1340 -2.4066 -0.0364
C -3.7375 -3.7329 -0.1078
C -2.3882 -4.0356 -0.1869
C -1.4873 -2.9886 -0.1899
N -1.8628 -1.7061 -0.1280
C -2.2055 2.5037 3.8353
H 0.8721 3.2280 5.0438
H -3.9213 1.0816 2.4666
H -2.9605 -0.4043 2.4862
H -2.6530 1.7986 0.5831
H -3.4739 0.4477 -1.0432
H -4.5721 0.1700 0.2994
H -5.1793 -2.1395 0.0356
H -4.4762 -4.5232 -0.0947
H -2.0361 -5.0551 -0.2392
H -0.4213 -3.1836 -0.2440
H -3.2179 2.8877 3.8299
C 7.0717 -0.5164 1.0297
C 6.3251 0.6541 0.9975
C 4.9832 0.6155 0.6552
C 4.3715 -0.5966 0.3336
C 5.1269 -1.7678 0.3919
C 6.4701 -1.7302 0.7283
C 2.9496 -0.6884 -0.0422
C 2.1242 0.3127 -0.3741
C 2.3786 1.6435 -0.7696
C 3.0674 1.8842 -1.9927
C 3.1982 3.1477 -2.4842
C 2.6494 4.2878 -1.8243
C 2.0011 4.1088 -0.6542
C 1.7885 2.7915 -0.0902
H 8.1187 -0.4820 1.3001
H 6.7884 1.5991 1.2486
H 4.4087 1.5326 0.6584
H 4.6555 -2.7168 0.1630
H 7.0458 -2.6454 0.7610
H 2.5601 -1.7064 0.0182
H 3.4964 1.0401 -2.5163
H 3.7461 3.2919 -3.4079
H 2.7651 5.2697 -2.2599
H 1.5590 4.9474 -0.1301
H 1.9713 2.7574 0.9926
O -0.6529 3.4037 0.2294
C 0.0445 2.4610 0.0970



a) comes first in stability; the runner-up is 0.917 eV higher.



a) 12
Properties=species:S:1:pos:R:3 method="wB97M-V/def2-TZVPD" smiles=CCOP(Cl)C#N e_lumo_ev=-1.176 orbital_gap_ha=0.326 spin_multiplicity=1 homo_ha=-0.3692
C 1.6011 -0.3164 0.2178
C 0.7727 0.9236 -0.1086
O -0.4904 0.8755 0.4459
P -2.1169 0.3526 -0.8191
Cl -3.5265 0.8803 0.4430
C -1.9152 -1.3401 -0.2799
N -1.7237 -2.4167 0.0603
H 2.6444 -0.1411 -0.0318
H 1.5208 -0.5319 1.2820
H 1.2405 -1.1792 -0.3361
H 0.7379 1.0779 -1.1959
H 1.2554 1.8154 0.3224



b) 12
Properties=species:S:1:pos:R:3 method="wB97M-V/def2-TZVPD" e_lumo_ev=-0.494 orbital_gap_ha=0.323 spin_multiplicity=1 homo_ha=-0.3414
C -0.9640 -0.8422 -0.0443
C -0.1809 0.1431 -0.8382
C -0.0839 1.4401 -0.0298
N -0.4507 -1.8285 0.5749
O 1.5720 -0.8707 -0.6730
P 1.2744 -1.9137 0.4441
Cl 1.3991 -0.8122 2.2266
H -2.0478 -0.7252 -0.2056
H -0.2339 0.1787 -1.9255
H 0.3824 1.1465 0.9738
H -1.1470 1.7756 -0.0808
H 0.4804 2.3084 -0.4221



b) comes first in stability; the runner-up is 0.406 eV higher.



a) 16
Properties=species:S:1:pos:R:3 method="wB97M-V/def2-TZVPD" e_lumo_ev=-2.822 orbital_gap_ha=0.145 total_charge=-1 spin_multiplicity=1 homo_ha=-0.2483
Be 0.0604 -0.6188 -0.7591
B 2.9203 -0.1726 -2.8324
H 2.0788 0.3995 -3.1914
H 3.2210 0.1267 -1.8403
H 2.6881 -1.2222 -2.7390
H 3.7571 -0.0569 -3.5037
B 0.3351 1.2578 2.2857
H 1.1641 1.2683 1.5951
H -0.4763 1.7765 1.7991
H 0.0555 0.2282 2.4469
H 0.5029 1.7041 3.2537
B -3.2582 -0.9318 0.6825
H -3.0306 0.1034 0.4805
H -2.7170 -1.2881 1.5452
H -4.3020 -1.0236 0.9401
H -2.9994 -1.5504 -0.1628



b) 16
Properties=species:S:1:pos:R:3 method="wB97M-V/def2-TZVPD" e_lumo_ev=3.423 orbital_gap_ha=0.253 total_charge=-1 spin_multiplicity=1 homo_ha=-0.1275
Be -0.2374 0.4710 0.2013
B -0.4398 -1.3070 -0.3253
H 0.5127 -0.8013 -0.3589
H -0.6789 -1.6578 0.6667
H -1.2088 -0.6001 -0.5959
H -0.4383 -2.1538 -0.9940
B 0.2033 0.5191 -1.5956
H -0.0853 1.4104 -1.0603
H 0.6411 0.7794 -2.5468
H 0.9134 -0.0669 -1.0330
H -0.6642 -0.0841 -1.8145
B 0.2828 0.7009 1.9487
H 0.1902 -0.3233 1.6221
H 0.7455 0.8513 2.9118
H 0.9421 1.1009 1.1939
H -0.6784 1.1611 1.7800



b) comes first in stability; the runner-up is 6.729 eV higher.